[1]
Formula: C4H13N2OS
Source: the Open Molecules 2025 dataset
Level of theory: ωB97M-V with the def2-TZVPD basis set

Geometry (Å):
C 0.40521 -0.64618 -0.79715
N -0.22744 0.35472 0.08445
C -1.39793 -0.26804 0.81683
C -2.47835 -0.74201 -0.08119
S -4.03509 0.09900 0.37467
C 1.92827 -0.70560 -0.49737
N 2.67153 0.06632 -1.46238
H 0.26909 -0.59499 -1.88923
H 0.03558 -1.68773 -0.79905
H -0.59923 1.13140 -0.46291
H -0.89444 -1.16786 1.45415
H -1.69431 0.46840 1.64837
H -2.29577 -0.51791 -1.19260
H -2.79503 -1.81298 0.06393
H 2.11014 -0.09564 0.44446
H 2.30384 -1.75658 -0.58118
H 2.82213 1.00950 -1.17753
H 2.21805 0.33670 -2.31588
H 0.19073 2.73488 2.28402
H 0.54797 1.55546 1.82141
O 0.91503 2.23915 2.26418

highest occupied orbital energy (alpha / beta): 3.80 / -0.21 eV
frontier orbital gap (alpha / beta): 2.04 / 5.96 eV
total charge: -2
relative energy (zero: lowest compared OMol25 entry of this formula, charge and spin): 46.62 kcal per mole
electronic energy: -742.95165 Eh
spin multiplicity: 2


[2]
Formula: C4H13N2S
Source: the Open Molecules 2025 dataset
Level of theory: ωB97M-V with the def2-TZVPD basis set

Geometry (Å):
C 2.88678 0.74208 -0.24367
C 2.28183 -0.65172 -0.46118
S 0.66229 -0.56454 -1.22146
N 2.00476 1.66336 0.50923
H 3.11039 1.20267 -1.22829
H 3.90716 0.70136 0.27355
H 2.09123 -1.10053 0.54521
H 3.04846 -1.24787 -0.95566
H 1.91349 1.31829 1.49691
H 1.03510 1.42304 0.10170
C -2.24029 0.77949 0.43069
C -2.67873 -0.51566 -0.25683
N -2.05181 -1.64602 0.45970
H -1.14041 0.83515 0.26901
H -2.73614 1.66840 -0.00507
H -2.44488 0.70001 1.51209
H -3.78315 -0.65944 -0.24928
H -2.32573 -0.41699 -1.30404
H -2.49484 -2.53009 0.17809
H -1.04551 -1.70099 0.14930

highest occupied orbital energy: -2.84 eV
frontier orbital gap: 6.88 eV
total charge: -1
relative energy (zero: lowest compared OMol25 entry of this formula, charge and spin): 11.04 kcal per mole
electronic energy: -667.92072 Eh
spin multiplicity: 1


[3]
Formula: C4H13N2S
Source: the Open Molecules 2025 dataset
Level of theory: ωB97M-V with the def2-TZVPD basis set

Geometry (Å):
C -1.02944 0.67458 2.80284
C -1.22440 0.52426 1.49114
N -0.07895 0.21895 0.60747
N -2.03842 1.02738 3.67628
H -0.04124 0.57134 3.23406
H -2.17413 0.66877 1.00303
H 0.31550 1.06834 0.20631
H 0.65703 -0.25360 1.10779
H -0.42661 -0.35288 -0.20635
H -2.95021 0.62651 3.52354
H -1.75222 0.89564 4.64131
C 2.15599 -1.12766 -2.15898
C 1.04561 -0.25557 -2.70908
S -0.61506 -1.01097 -2.38225
H 2.16403 -2.10024 -2.64446
H 2.10676 -1.22950 -1.07700
H 3.08921 -0.61785 -2.40679
H 1.05743 0.73553 -2.25621
H 1.09519 -0.14108 -3.78673
H -1.35607 0.07803 -2.66593

highest occupied orbital energy: -12.97 eV
frontier orbital gap: 9.82 eV
total charge: +1
relative energy (zero: lowest compared OMol25 entry of this formula, charge and spin): 26.44 kcal per mole
electronic energy: -667.63767 Eh
spin multiplicity: 1


[4]
Formula: C4H13N2S
Source: the Open Molecules 2025 dataset
Level of theory: ωB97M-V with the def2-TZVPD basis set

Geometry (Å):
N -0.65290 -1.45827 -0.81990
C -0.32277 -0.12582 -0.20218
C 0.41929 -0.23532 1.19361
S 0.31453 -1.92992 1.84821
C 0.51989 0.70040 -1.19287
N 0.32485 2.11264 -0.88818
C -0.80842 2.81887 -1.47370
H -1.47234 -1.95551 -0.47958
H 0.16356 -2.08836 -0.75046
H -0.76852 -1.37004 -1.84190
H -1.24552 0.42830 -0.03623
H 1.40680 0.19827 1.07411
H -0.13052 0.32715 1.94193
H 1.44551 -2.06304 2.55537
H 1.58069 0.44097 -1.13309
H 0.28209 0.54838 -2.25469
H 1.14077 2.73160 -0.77654
H -1.52637 2.09556 -1.84634
H -0.39700 3.28744 -2.38827
H -1.20978 3.57051 -0.79591

highest occupied orbital energy (alpha / beta): -16.75 / -16.73 eV
frontier orbital gap (alpha / beta): 9.71 / 4.73 eV
total charge: +2
relative energy (zero: lowest compared OMol25 entry of this formula, charge and spin): 28.92 kcal per mole
electronic energy: -667.17211 Eh
spin multiplicity: 2